102
Properties=species:S:1:pos:R:3:forces:R:3:lowdin_charge:R:1 method="wB97M-V/def2-TZVPD" charge=-1 homo_energy_ha=-0.1248 energy_ha=-2331.79694
Nb 0.5375 1.4901 -1.3947 1.871 0.292 0.294 1.4363
P 0.7885 -1.0787 -1.4833 -0.405 0.041 -0.500 0.6439
F 1.1802 1.6164 0.4317 -0.014 -0.328 -0.402 -0.5137
O -5.0220 5.2772 1.1749 0.126 0.179 -0.060 -0.1406
O 5.3901 -2.1819 0.7174 0.144 0.125 0.037 -0.1208
O 1.1059 0.1177 -4.8381 -0.241 -0.289 -0.121 -0.0558
O -1.6853 -1.2966 -5.3362 0.078 -0.066 -0.137 -0.1302
O -3.6799 2.6595 1.2068 -0.339 0.061 0.127 -0.1508
O -5.2581 -0.8588 2.4139 -0.123 0.021 0.075 -0.1308
O -10.9388 -5.2365 4.5596 0.087 0.035 -0.024 -0.1344
O 3.6513 6.0554 -2.5410 0.042 0.183 -0.151 -0.1297
O -0.7218 -1.8152 -1.4929 -0.007 -0.349 0.089 -0.4591
O -9.3823 -2.5715 4.9456 0.061 -0.075 0.091 -0.1375
O 1.5351 -4.8641 -0.8436 0.014 0.009 -0.042 -0.1332
O 5.9457 -6.4603 0.3219 -0.005 -0.044 0.092 -0.1314
O 7.3290 1.3753 0.8884 0.119 0.022 0.029 -0.1225
N 2.3933 1.9026 -2.2201 -0.817 1.094 1.108 -0.2255
C -11.3842 -5.6933 3.2880 0.059 0.069 0.055 -0.1551
C -0.3793 1.4951 -3.5170 0.190 0.171 -0.133 -0.3338
C -4.9722 2.0541 1.1425 0.208 0.005 0.000 -0.1462
C -1.0650 4.0083 -0.4892 0.445 0.223 0.148 -0.1647
C 4.9141 6.6962 -2.4891 -0.123 -0.001 0.077 -0.1699
C 8.6211 0.8031 0.7874 -0.330 -0.013 0.043 -0.1675
C -4.9818 5.6890 -0.1813 0.033 -0.085 0.078 -0.1690
C 2.8535 -5.3745 -0.9690 -0.171 -0.105 0.090 -0.1568
C 6.6803 -2.7628 0.6109 -0.310 -0.015 0.045 -0.1558
C 3.5469 1.9397 -1.3109 0.384 -0.100 -0.715 -0.3340
C 4.6185 3.3871 0.5571 -0.214 0.393 0.066 -0.2617
C 4.1003 2.5081 1.6928 0.247 0.225 0.005 -0.1173
C -6.5540 -1.4389 2.3390 0.349 -0.146 0.083 -0.1485
C 3.8037 3.3348 -0.7412 0.475 0.043 -0.021 -0.2220
C 0.3767 1.0815 -4.7050 -0.039 -0.065 -0.025 -0.4395
C 1.4905 -1.5620 0.1498 -0.482 0.092 0.504 -0.3904
C 5.8202 -7.2012 1.5286 0.078 0.019 -0.103 -0.1604
C -0.0676 3.6466 -1.3145 -1.689 -0.809 -0.886 -0.3366
C -8.7009 -1.9914 6.0562 -0.231 -0.187 -0.094 -0.1490
C -2.0900 -0.8490 -6.6130 0.119 0.016 0.130 -0.1778
H -7.7881 -1.5344 5.6839 -0.001 0.011 -0.026 0.0700
H -10.8047 -6.5555 2.9486 -0.030 -0.017 -0.015 0.0758
H -1.1750 1.1759 -0.7936 -0.266 0.237 -0.116 -0.0897
H 6.7116 -3.5218 -0.1747 0.074 -0.031 0.029 0.0709
H 4.8898 7.6820 -2.9651 0.044 -0.006 -0.013 0.0701
H 4.7024 2.6829 2.5893 0.000 -0.104 -0.003 0.0638
H -10.1895 -2.9763 5.2806 -0.081 0.029 -0.114 0.0564
H -3.0521 1.9620 1.4211 0.215 0.113 -0.198 0.0799
H 0.2054 1.7134 -5.6088 0.233 0.231 -0.033 0.0981
H 3.2013 -5.8104 -0.0277 0.101 0.003 -0.036 0.0603
H -3.1309 -1.1411 -6.7467 -0.016 0.010 -0.013 0.0702
H 3.4688 1.1777 -0.5349 -0.260 0.030 0.010 0.0661
H -8.4458 -2.7590 6.7915 0.084 0.091 0.068 0.0776
H 8.6611 0.0497 -0.0052 0.103 -0.014 0.019 0.0659
H -12.4239 -5.9913 3.3992 -0.011 -0.004 0.003 0.0754
H 3.5033 -4.5440 -1.2341 -0.034 0.040 -0.012 0.0802
H -4.9933 1.2825 0.3697 -0.062 -0.027 0.027 0.0833
H -0.7642 -1.0272 -5.2081 -0.009 -0.054 0.159 0.0398
H 9.3049 1.6108 0.5351 0.041 -0.012 0.013 0.0756
H 8.9302 0.3550 1.7372 0.111 -0.034 -0.054 0.0756
H -4.2280 4.7484 1.3311 -0.090 -0.220 0.055 0.0483
H -9.3197 -1.2257 6.5298 0.096 0.050 0.052 0.0774
H 5.2670 6.8080 -1.4591 0.049 -0.011 -0.014 0.0751
H -1.4933 -1.3028 -7.4121 -0.029 0.017 -0.036 0.0729
H 4.7536 -2.8670 0.9391 -0.060 0.008 -0.061 0.0681
H 6.6577 -7.0117 2.2057 -0.032 0.007 0.041 0.0744
H -10.0174 -4.9705 4.4666 0.010 0.024 0.011 0.0601
H -4.1033 6.3060 -0.3910 -0.013 0.010 -0.037 0.0734
H -1.0065 4.8779 0.1745 -0.373 0.539 -0.628 0.0311
H -1.9590 3.4048 -0.4008 0.350 -0.438 0.704 -0.0134
H 2.4780 -1.1102 0.2700 0.033 -0.018 -0.116 0.0007
H 5.6782 3.2039 0.3579 -0.106 -0.245 0.026 0.0826
H -4.9712 4.8306 -0.8600 0.002 0.023 -0.030 0.0773
H -1.2793 0.8695 -3.4582 0.077 -0.097 0.194 0.0447
H -5.8782 6.2783 -0.3710 -0.007 0.004 -0.005 0.0697
H 4.4302 1.6732 -1.9109 0.116 -0.184 0.243 0.1045
H 2.8737 3.9015 -0.6393 -0.118 -0.295 0.170 0.0933
H 6.9896 -3.2078 1.5621 0.119 -0.035 -0.057 0.0770
H 3.0675 2.7661 1.9306 -0.049 -0.189 -0.085 0.0681
H -0.6758 -2.5761 -2.0814 -0.013 0.060 0.042 0.0043
H 6.6913 0.6867 1.1033 -0.055 0.003 -0.056 0.0703
H -5.6899 2.8344 0.9006 0.047 0.056 0.000 0.0662
H 0.4978 4.4094 -1.8561 0.810 0.105 0.900 0.0085
H 7.3664 -1.9588 0.3527 0.041 -0.017 0.003 0.0561
H 4.3879 3.8755 -1.4920 -0.188 0.109 -0.021 0.0864
H 6.7567 -6.7382 -0.1115 0.001 0.045 -0.067 0.0740
H -2.0192 0.2408 -6.6993 -0.029 0.004 -0.044 0.0708
H -6.8296 -1.8919 3.2957 -0.168 -0.023 -0.057 0.0602
H 4.1535 1.4476 1.4434 -0.108 -0.003 0.084 0.0547
H 1.5639 -2.6502 0.2087 0.130 0.026 -0.114 -0.0104
H 5.7578 -8.2758 1.3357 -0.039 -0.006 0.032 0.0746
H 3.0180 6.5948 -2.0604 -0.066 -0.077 0.034 0.0780
H -0.7046 2.5197 -3.7079 -0.291 -0.080 0.020 0.0178
H 2.9136 -6.1346 -1.7537 0.092 0.017 -0.012 0.0757
H -11.3213 -4.9038 2.5352 -0.026 -0.012 -0.019 0.0794
H 0.9473 -5.5860 -0.6087 -0.020 -0.004 0.001 0.0730
H -6.5905 -2.1991 1.5539 -0.140 0.001 0.003 0.0780
H 0.8649 -1.2164 0.9775 0.044 0.017 0.034 0.0171
H -4.6286 -1.5544 2.6200 0.058 0.009 -0.062 0.0783
H -5.2307 1.6073 2.1027 -0.117 -0.044 -0.043 0.0627
H 4.5672 4.4263 0.9070 0.105 0.001 -0.015 0.0964
H 5.6158 6.0649 -3.0297 0.010 -0.009 -0.002 0.0773
H 2.3996 2.7999 -2.7031 0.098 -0.307 -0.617 0.0374
H 4.9006 -6.8778 2.0102 -0.011 0.005 0.005 0.0745
H -7.2621 -0.6487 2.1025 0.030 0.043 0.000 0.0803



31
Properties=species:S:1:pos:R:3:forces:R:3:lowdin_charge:R:1 method="wB97M-V/def2-TZVPD" smiles="C[C@@H](O)[C@H](N)C(=O)N[C@@H](CC(N)=O)C(=O)O" charge=0 e_above_lowest_kcal_mol=70.0 homo_energy_ha=-0.3686 energy_ha=-854.26111
O 3.1384 -1.7245 -0.2584 -3.629 0.474 -4.438 -0.0858
O 0.5421 -0.9677 -1.8397 0.701 0.786 1.004 0.0288
O -3.5510 1.7054 0.2732 -0.444 1.309 0.305 0.1500
O -1.5953 2.7968 0.0277 -0.913 1.267 0.464 0.1179
O -4.2323 -0.8418 -0.3140 1.277 0.139 -0.165 0.0325
N -0.1655 0.8027 -0.5673 -1.200 2.178 -0.249 0.0737
N 1.9459 1.9438 -0.0921 3.975 -1.929 1.453 0.0280
N -2.9873 -2.6334 0.3090 1.363 -1.938 1.474 0.1226
C 2.6403 -0.2784 1.5787 -2.396 3.589 0.402 -0.0720
C -2.3060 1.8424 -0.1214 1.199 -1.701 -0.159 -0.4926
C 0.7554 0.0175 -1.1037 0.066 -0.358 0.078 -0.4827
C -1.7275 -0.5924 0.1137 -2.191 -2.960 0.923 -0.0867
C 3.1449 -0.3790 0.1048 -1.510 1.370 2.358 -0.4349
C -3.1278 -1.3197 -0.0383 0.941 -0.865 1.681 -0.4551
C 2.1225 0.5473 -0.7328 2.563 1.131 -1.438 -0.2178
C -1.6057 0.6059 -0.7074 0.445 0.557 -2.733 -0.2146
H -1.9934 0.5337 -1.8416 1.103 -0.245 2.357 0.2220
H 1.7325 2.6788 -0.7198 -0.222 0.464 -1.241 0.0639
H 3.1013 -1.0019 2.1984 0.049 -1.012 0.577 0.0374
H -1.5522 -0.2970 1.1598 -0.567 -0.060 -0.044 0.1490
H -2.1043 -3.0389 0.8575 -2.693 1.602 -2.045 0.1777
H 2.6540 0.5621 -1.7401 -0.649 0.500 0.837 0.1615
H 2.9249 2.2039 0.3049 -2.326 -0.514 -0.791 0.1223
H 2.3514 -1.6865 -1.0678 3.003 -1.040 2.958 0.1839
H 1.3219 -0.1639 1.7687 4.145 -0.814 -0.829 0.1648
H 4.2173 0.0223 0.0976 -1.436 -0.229 -0.371 0.1541
H -4.0378 0.8726 0.0722 0.665 -0.389 -0.435 0.0899
H -3.8113 -3.2570 0.3414 0.699 0.887 -0.051 0.1188
H 3.0093 0.7474 1.9814 -0.709 -1.616 -0.453 0.0764
H 0.1076 1.6625 -0.0089 -0.173 -1.517 -0.939 0.1372
H -0.9123 -1.3631 -0.0358 -1.137 0.934 -0.491 0.1299